# 1
DFT (wB97M-V/def2-TZVPD) results for C8H11NO2 in the gas phase at a distorted geometry.

```
22
Properties=species:S:1:pos:R:3
C 1.84381 -0.81517 0.97986
C 0.73966 1.79934 -0.59215
C -1.91746 -0.06493 0.96738
C -0.25598 -1.42342 -0.57249
C -1.15717 1.31746 0.84100
C -0.81967 -1.20027 0.78416
C 0.44169 -0.47062 0.41178
C 1.94624 1.37673 -1.41131
N 0.14248 0.92011 0.26403
O 2.85705 -0.16603 0.97140
O 0.16268 2.84900 -0.68713
H 1.82920 -1.86345 1.28386
H -2.33634 -0.21006 2.02118
H -2.81568 0.08788 0.17882
H 0.15311 -2.43535 -0.75493
H -0.83812 -0.86129 -1.29451
H -1.89422 1.90618 0.26264
H -0.91391 1.90433 1.68921
H -0.89580 -1.99410 1.34929
H 1.66402 1.20989 -2.53507
H 2.57250 0.63060 -0.88086
H 2.57807 2.21632 -1.56638
```

M	153.18	g/mol
HOMO	-9.1	eV
charge	0
energy above the lowest of the compared OMol25 structures with the same formula, charge and spin	293.5	kJ/mol
HOMO-LUMO gap	9.74	eV
SMILES	CC(=O)N1CC[C@H]2C[C@]21C=O
E_tot	-14057.042	eV

# 2
DFT (wB97M-V/def2-TZVPD) results for 3 unconnected molecules or ions with the total composition C23H34N2O10 at a distorted geometry.

```
69
Properties=species:S:1:pos:R:3
C -4.35715 1.82836 -0.27782
C -3.30518 0.65382 -0.55257
C -1.88034 1.32372 -0.54359
C -0.74160 0.36736 -1.09914
O 0.49807 0.92011 -0.62122
N 1.60502 0.28123 -1.24522
C 2.67481 0.72862 -0.29857
O 3.51218 0.05975 0.21407
C 2.35505 2.26130 -0.20465
C 2.49628 3.23410 0.84689
C 2.02677 4.60604 0.53149
C 1.46269 4.95081 -0.78522
C 1.35316 3.95249 -1.88490
N 0.85757 4.24897 -3.19361
C -0.16096 3.26938 -3.67406
C 0.15721 5.56561 -3.21286
C -1.21851 5.62006 -2.42386
O 0.61267 6.50962 -3.78786
C 1.80136 2.61457 -1.55607
C 1.85319 1.26594 -2.35417
O 2.07761 1.00569 -3.49283
H -3.98264 2.80782 -0.69973
H -5.34157 1.64447 -0.78358
H -4.47373 2.01400 0.82520
H -3.36199 -0.01232 0.34385
H -3.55417 0.13086 -1.51325
H -1.57968 1.59661 0.50706
H -1.95343 2.28768 -1.10895
H -0.92408 -0.62859 -0.61405
H -0.78772 0.24740 -2.21123
H 2.93283 2.93837 1.82247
H 2.12843 5.36967 1.33682
H 1.12364 5.99957 -0.92172
H -0.89728 3.74384 -4.38005
H 0.39386 2.51808 -4.30878
H -0.66127 2.68519 -2.86108
H -1.51355 6.65901 -2.15221
H -1.17784 4.92104 -1.54177
H -2.00350 5.19203 -3.10596
C -5.47067 -4.73136 -2.42566
C -5.59869 -4.68979 -0.91549
O -4.46231 -5.28605 -0.27696
C -3.35166 -4.54194 -0.26286
O -3.23341 -3.43401 -0.72301
O -2.38466 -5.25032 0.33124
C -1.10857 -4.60899 0.32113
H -5.29122 -5.75331 -2.76625
H -6.37784 -4.35288 -2.89945
H -4.62895 -4.12848 -2.76908
H -6.46721 -5.27439 -0.60977
H -5.75215 -3.67159 -0.55130
H -1.16628 -3.60618 0.74502
H -0.71848 -4.57303 -0.69700
H -0.43332 -5.20519 0.93219
C 2.96558 -2.27872 2.53605
C 3.98233 -1.23379 2.95129
O 4.29165 -1.33344 4.34995
C 5.09826 -2.34220 4.69284
O 5.58462 -3.14973 3.94284
O 5.25678 -2.31361 6.02325
C 6.01883 -3.40553 6.53638
H 2.07480 -2.21739 3.16619
H 2.67524 -2.13889 1.49401
H 3.36572 -3.28765 2.64736
H 3.56258 -0.24012 2.79615
H 4.89183 -1.29494 2.35127
H 6.98353 -3.48507 6.03508
H 5.45517 -4.33380 6.43230
H 6.19234 -3.21984 7.59504
```

M	498.53	g/mol
HOMO	-9.0	eV
charge	0
HOMO-LUMO gap	8.67	eV
SMILES	CCCCON1C(=O)c2cccc(N(C)C(C)=O)c2C1=O.CCOC(=O)OC.CCOC(=O)OC
E_tot	-47853.090	eV

# 3
DFT (wB97M-V/def2-TZVPD) results for C4H5NO in the gas phase.

```
11
Properties=species:S:1:pos:R:3
C -1.77392 -0.00387 -0.29695
N -0.60982 0.08198 -1.18040
C 0.57767 -0.20183 -0.69805
O 1.65163 -0.20113 2.21422
C 1.57612 -0.55005 -0.07291
C 2.21308 -0.10301 1.14138
H -2.54490 -0.64325 -0.73291
H -2.18581 0.99177 -0.10304
H -1.44886 -0.42891 0.65491
H -0.66309 0.69164 -1.98182
H 3.20789 0.36667 1.05557
```

M	83.09	g/mol
HOMO	-9.0	eV
charge	0
energy above the lowest of the compared OMol25 structures with the same formula, charge and spin	264.4	kJ/mol
HOMO-LUMO gap	9.68	eV
SMILES	CNC#CC=O
E_tot	-7763.786	eV

# 4
DFT (wB97M-V/def2-TZVPD) results for 2 unconnected molecules or ions with the total composition C32H30Cl2N5O2P at a distorted geometry.

```
72
Properties=species:S:1:pos:R:3
N -3.17915 -2.22675 3.41425
C -2.19069 -1.59914 3.37698
C -0.97426 -0.84770 3.33934
C -1.00293 0.51635 3.19798
C -2.23731 1.19526 2.99272
N -3.25227 1.76106 2.83318
C 0.22826 1.31838 3.14355
O 0.19763 2.51141 2.82534
C 1.48950 0.57077 3.41734
Cl 2.88402 1.52770 3.58808
C 1.52343 -0.79353 3.48538
Cl 2.96100 -1.67632 3.66843
C 0.27980 -1.61275 3.43949
O 0.27190 -2.83858 3.49335
C -7.78820 -2.25699 -2.34645
N -7.51567 -1.07021 -1.56203
C -8.71712 -0.32571 -1.23039
C -6.26071 -0.73069 -1.13830
C -6.08489 0.23558 -0.11465
C -4.81876 0.62341 0.27268
C -3.68936 0.24354 -0.47313
P -2.12783 1.16630 -0.15949
C -1.07662 0.72652 -1.60097
C -1.17333 1.33448 -2.86373
C -0.62825 0.70851 -3.97607
C 0.28527 -0.36980 -3.83425
N 0.83827 -0.95354 -4.94309
C 2.00321 -1.81994 -4.93154
C 0.37073 -0.66443 -6.28676
C 0.54717 -0.84652 -2.51413
C -0.14935 -0.33247 -1.43169
C -2.65011 2.86997 -0.59604
C -1.91903 3.93786 -0.02649
C -2.07509 5.23102 -0.49870
C -2.95106 5.50487 -1.59396
N -3.02351 6.74093 -2.17786
C -3.72006 6.97125 -3.43112
C -2.53439 7.96861 -1.57724
C -3.71633 4.42574 -2.11540
C -3.64924 3.16176 -1.54389
C -3.82975 -0.77935 -1.43885
C -5.09232 -1.29517 -1.73152
H -6.99649 -3.00813 -2.23914
H -8.73949 -2.67519 -1.99154
H -7.92118 -2.02132 -3.41493
H -8.50429 0.57212 -0.64815
H -9.24063 -0.03136 -2.15376
H -9.39977 -0.98485 -0.66982
H -6.94449 0.68229 0.37994
H -4.70596 1.25546 1.14962
H -1.69710 2.28094 -2.99409
H -0.90845 1.02874 -4.98377
H 2.27707 -2.14782 -3.92570
H 1.77154 -2.69059 -5.56664
H 2.86434 -1.30243 -5.38846
H -0.71360 -0.49651 -6.31757
H 0.87804 0.20571 -6.73634
H 0.61692 -1.53377 -6.90838
H 1.24221 -1.66785 -2.34926
H 0.00796 -0.74718 -0.43603
H -1.22200 3.72718 0.78559
H -1.46518 6.02051 -0.06341
H -3.61420 6.12884 -4.12712
H -4.79320 7.18321 -3.29018
H -3.27623 7.86585 -3.88355
H -1.88558 7.78741 -0.71739
H -1.98597 8.51919 -2.35857
H -3.38230 8.60182 -1.26465
H -4.34531 4.60137 -2.99356
H -4.36188 2.40128 -1.87005
H -2.95928 -1.15545 -1.97634
H -5.21207 -2.09773 -2.46316
```

M	618.50	g/mol
HOMO	-6.6	eV
charge	0
HOMO-LUMO gap	3.67	eV
SMILES	CN(C)c1ccc(P(c2ccc(N(C)C)cc2)c2ccc(N(C)C)cc2)cc1.N#CC1=C(C#N)C(=O)C(Cl)=C(Cl)C1=O
E_tot	-79546.148	eV